Computed, not measured: a gas-phase ion, C10H21N2 (charge +1) in a non-equilibrium geometry, with ωB97M-V/def2-TZVPD.

Element x y z (Å)
C (-1.64453, 0.56499, -1.05226)
C (0.68953, 0.55658, -0.44947)
C (-0.58552, -1.31884, 0.49944)
C (-1.46542, -1.86957, 1.62744)
C (0.27770, 2.89372, 0.50968)
C (0.94353, -3.11060, -0.19533)
C (0.11434, 0.28375, 2.18922)
C (0.04311, 1.63416, -2.57825)
C (1.34848, 1.98534, -0.09564)
C (-0.33490, -2.24535, -0.56108)
N (0.13420, -0.15605, 0.76008)
N (-0.47408, 0.89710, -1.36669)
H (-2.35388, 0.93575, -1.83215)
H (1.43440, 0.00122, -0.91921)
H (-0.98621, -2.30656, 2.58290)
H (-2.03764, -2.67911, 1.07471)
H (-2.09321, -1.09634, 2.09310)
H (0.39947, 2.84986, 1.60513)
H (-0.70087, 2.46974, 0.15119)
H (0.40802, 3.81713, -0.04562)
H (1.76152, -2.44583, 0.19686)
H (1.22042, -3.51303, -1.10086)
H (0.74295, -3.83294, 0.67126)
H (0.70279, 1.18199, 2.28112)
H (-0.90813, 0.48060, 2.74655)
H (0.62703, -0.53227, 2.72528)
H (0.45005, 2.60119, -2.31818)
H (-0.79529, 1.69985, -3.31800)
H (0.83184, 1.03083, -3.12428)
H (2.12044, 1.73737, 0.52454)
H (1.74885, 2.35931, -1.05146)
H (-1.33031, -2.81192, -0.56518)
H (-0.28868, -2.06207, -1.66484)

For the gap between HOMO and LUMO (alpha / beta), the calculation gives 0.3035 / 0.3035 Eh. Its charge is +1. Its HOMO energy (alpha / beta) is -12.13 / -12.13 eV. For the LUMO energy (alpha / beta), the calculation gives -3.8694 / -3.8692 eV. The value obtained for the total energy is -13679.839 eV. The energy above the lowest of the compared OMol25 structures with the same formula, charge and spin is 3.903 eV.

natural (NBO) population analysis, charges in e, atoms 1 to 6: atom 1 (C): -0.054, atom 2 (C): 0.128, atom 3 (C): 0.603, atom 4 (C): -0.734, atom 5 (C): -0.641, atom 6 (C): -0.573

=====

Computed, not measured: a gas-phase ion, C10H21N2O2 (charge +1) in a non-equilibrium geometry, with ωB97M-V/def2-TZVPD.

Element x y z (Å)
C (2.59797, -0.13882, 1.05624)
N (2.42002, 0.03008, -0.16163)
C (1.10421, -0.41773, -0.78927)
N (1.64353, -1.59025, -1.55642)
C (0.07503, -0.77246, 0.23568)
O (-0.07228, -1.93181, 0.48231)
O (-0.41325, 0.29780, 0.76900)
C (-1.34486, 0.30416, 2.03688)
C (-0.63338, -0.30689, 3.15589)
C (-1.71880, 1.76520, 2.23751)
C (-2.52342, -0.56906, 1.48707)
C (0.61881, 0.67991, -1.78113)
C (-0.41311, 0.03876, -2.79435)
C (1.85996, 1.16285, -2.58888)
H (3.51247, 0.31345, 1.40506)
H (1.86194, -0.66353, 1.72407)
H (1.20075, -2.24927, -0.97573)
H (1.26316, -1.70438, -2.54605)
H (2.67466, -1.60444, -1.60522)
H (-0.93073, -1.35471, 3.38595)
H (0.42456, -0.18357, 3.15542)
H (-0.89898, 0.23929, 4.03705)
H (-0.82197, 2.35421, 2.34131)
H (-2.05497, 1.88478, 3.22637)
H (-2.36198, 2.06854, 1.48082)
H (-3.04559, 0.03977, 0.90280)
H (-2.04998, -1.42318, 1.15556)
H (-3.09568, -0.94551, 2.40572)
H (0.19735, 1.54066, -1.31016)
H (0.10505, -0.44012, -3.53861)
H (-1.03472, 0.86893, -3.09879)
H (-0.98389, -0.80889, -2.41358)
H (2.08973, 0.60194, -3.49566)
H (1.70363, 2.23793, -2.97246)
H (2.74427, 1.14892, -2.01804)

For the gap between HOMO and LUMO, the calculation gives 0.3988 Eh. Its charge is +1. Its HOMO energy is -13.75 eV. For the LUMO energy, the calculation gives -2.9016 eV. The value obtained for the total energy is -17777.430 eV. The energy above the lowest of the compared OMol25 structures with the same formula, charge and spin is 1.669 eV. The SMILES is C=N[C@@]([NH3+])(C(=O)OC(C)(C)C)C(C)C.

natural (NBO) population analysis, charges in e, atoms 1 to 6: atom 1 (C): -0.003, atom 2 (N): -0.431, atom 3 (C): 0.160, atom 4 (N): -0.707, atom 5 (C): 0.779, atom 6 (O): -0.614